Entry 1:
Entry from the OMol25 dataset: a structure of composition C35H37BN2P2SSn (ωB97M-V with the def2-TZVPD basis set).

The geometry in XYZ format:
```
79
Properties=species:S:1:pos:R:3:forces:R:3:mulliken_charge:R:1
Sn 2.6210 -0.6453 -2.2773 -1.17 -0.61 -0.22 0.648
C -2.6099 3.9694 3.4335 -0.54 -0.39 0.07 -0.371
S -3.0567 2.3670 4.1899 0.08 0.43 -0.52 -0.128
C -2.7811 1.3178 2.7520 -0.22 -0.71 -0.11 -0.960
C -1.3181 1.2472 2.2900 0.12 0.68 -0.32 0.559
C -1.1477 0.3063 1.0895 -0.53 0.94 -0.04 -1.855
N 0.1234 0.3702 0.3373 0.14 0.30 0.13 0.950
P 0.6201 1.7249 -0.6440 -0.67 -0.24 -0.42 -0.016
C -1.0543 2.3977 -1.0922 0.57 -1.21 -0.07 0.467
C -1.7668 1.6866 -2.0678 1.42 -0.88 -0.72 0.909
C -3.0768 1.9547 -2.3572 -1.47 -0.41 -0.24 -0.516
C -3.7623 2.8930 -1.6060 0.03 0.39 0.21 -0.728
C -3.0438 3.6240 -0.6731 -0.62 -0.03 0.30 -0.667
C -1.7229 3.3583 -0.3833 0.45 1.21 0.37 -0.332
C 1.3123 3.0170 0.4527 -1.16 -1.00 -0.18 0.411
C 1.4841 4.2876 -0.0222 1.11 0.53 0.31 -0.538
C 2.1980 5.2187 0.7265 -0.73 -0.68 -0.87 -0.642
C 2.6387 4.9049 1.9875 0.13 0.69 0.51 -0.557
C 2.3904 3.6633 2.5041 -0.42 -1.12 0.58 -0.608
C 1.7224 2.7214 1.7191 0.82 -0.40 1.32 -0.360
P 0.9519 -1.0800 0.0169 0.34 0.20 -0.14 0.046
C 1.8755 -1.5286 1.5301 0.03 0.45 0.53 1.329
C 1.6714 -0.9182 2.7814 0.30 -0.69 -0.07 -0.147
C 2.4518 -1.3301 3.8780 -0.61 0.48 -1.16 -0.701
C 3.4066 -2.3111 3.7684 0.37 -0.55 0.51 -0.559
C 3.6176 -2.8948 2.5318 0.22 0.40 0.19 -0.493
C 2.9200 -2.4453 1.4262 -0.18 -1.14 -1.11 -0.210
C -0.3989 -2.2799 -0.2287 1.57 -0.88 0.77 0.972
C -1.4027 -1.9386 -1.0817 -1.30 1.06 -0.58 0.183
C -2.4147 -2.8107 -1.4035 0.82 -1.28 0.93 -1.149
C -2.3345 -4.1291 -0.9232 -0.39 1.17 -0.90 -0.789
C -1.3216 -4.5160 -0.1249 1.70 0.24 1.01 -0.687
C -0.3479 -3.5843 0.2406 0.70 -0.57 0.95 -0.716
H -3.1676 4.7203 3.9869 0.14 0.17 0.00 0.422
H -2.9571 3.9842 2.3873 0.24 0.00 0.39 -0.161
H -1.5433 4.1434 3.5150 0.10 0.15 -0.14 0.173
H -3.4015 1.6094 1.9001 -0.06 0.40 0.10 0.304
H -3.2432 0.3607 3.0685 0.73 0.11 -0.19 0.399
H -0.6858 0.9811 3.1416 -0.03 -0.11 -0.13 0.534
H -0.9940 2.2649 1.9784 -0.27 -0.52 0.28 -0.561
H -1.9918 0.4473 0.3911 0.27 0.27 0.15 0.176
H -1.2954 -0.6831 1.4355 0.11 -1.18 0.39 1.056
H -1.2589 0.8747 -2.6329 -0.46 0.84 0.62 -0.683
H -3.6678 1.3987 -3.1025 0.70 0.08 0.28 0.433
H -4.8380 3.0355 -1.7213 0.37 0.12 -0.11 0.383
H -3.5242 4.3784 -0.0905 -0.44 0.43 0.24 0.404
H -1.2081 3.9791 0.3679 -0.26 -0.45 -0.33 0.353
H 1.1861 4.5122 -1.0098 -0.37 0.44 -0.98 0.537
H 2.3904 6.1411 0.2462 0.22 1.02 -0.03 0.443
H 3.1145 5.6493 2.6013 0.29 0.17 0.02 0.398
H 2.6753 3.3953 3.5322 -0.04 0.19 -0.58 0.409
H 1.5786 1.7248 2.1094 -0.03 -0.06 0.05 0.336
H 0.9078 -0.1555 2.8886 0.16 -0.16 0.13 -0.206
H 2.3332 -0.8663 4.8127 -0.38 0.64 1.08 0.494
H 3.9722 -2.6294 4.6708 -0.42 0.24 -0.84 0.324
H 4.3642 -3.6534 2.4304 0.29 -0.34 -0.24 0.513
H 3.1486 -2.9310 0.4568 -0.20 0.46 0.70 -0.520
H -1.4452 -0.9212 -1.4379 -0.07 0.11 -0.27 0.175
H -3.2197 -2.5029 -1.9983 -0.94 0.37 -0.86 0.599
H -2.9831 -4.9058 -1.1965 -1.36 -0.54 -0.57 0.406
H -1.2452 -5.5369 0.2211 0.01 -0.01 0.06 0.458
H 0.4429 -3.9113 0.9370 -0.31 0.31 -0.48 0.354
C -1.6344 -1.6732 -4.9777 0.83 -1.85 0.76 -0.753
C -1.1278 -0.4213 -4.8234 -0.55 1.78 -0.69 0.039
C 0.0230 -0.1400 -4.1101 -0.48 -1.34 -0.11 -0.783
C 0.7263 -1.1757 -3.4992 1.83 2.85 0.66 -0.172
C 0.2971 -2.4241 -3.7491 0.07 -2.75 0.31 0.024
C -0.8685 -2.7226 -4.4241 -0.31 0.82 -0.78 -0.580
H -2.5518 -1.8391 -5.5023 -0.31 -0.17 -0.27 0.469
H -1.6504 0.4141 -5.3061 0.12 -0.21 0.24 0.409
H 0.2597 0.8792 -4.0465 0.80 1.25 0.25 0.569
H 0.8921 -3.2696 -3.3864 -0.25 0.20 0.00 0.305
H -1.0698 -3.7630 -4.5691 -0.56 -0.38 -0.11 0.468
B 4.4111 -5.0107 -1.1665 0.41 0.27 -1.06 0.158
C 3.5981 -3.8012 -1.7725 0.45 0.06 0.64 0.055
N 3.0451 -2.8372 -2.0900 -0.35 0.51 -0.31 -0.508
H 4.8765 -4.6475 -0.1053 -0.10 0.04 -0.08 -0.145
H 5.2807 -5.2074 -2.0402 -0.40 -0.10 0.63 -0.115
H 3.6042 -5.8826 -1.0910 -0.10 -0.52 0.15 -0.135
```
Positions in Å, forces in eV/Å.

Output
largest force on an atom	3.45	eV/A
Kohn-Sham gap	0.3008	hartree
HOMO energy	-8.3220	eV
E_tot	-75795.51485	eV
ΔE to the lowest compared entry with this formula, charge and spin	0.310	eV


Entry 2:
Entry from the OMol25 dataset: an isolated molecule of C8H12 (ωB97M-V with the def2-TZVPD basis set).

The geometry in XYZ format:
```
20
Properties=species:S:1:pos:R:3:forces:R:3:mulliken_charge:R:1
C 1.2837 -2.1657 -1.4307 -0.10 0.30 -0.46 -0.749
C 1.2830 -1.1576 -0.5727 -0.16 -0.34 -0.03 -0.324
C 0.1075 -0.7618 0.2672 0.43 0.30 -0.69 0.565
C 0.4595 -0.5279 1.7276 -1.75 2.10 0.24 -1.418
C -0.4722 0.5478 -0.3007 -0.27 -0.56 2.00 0.522
C 0.0710 1.9375 -0.0384 -0.16 -0.25 0.00 -0.488
C -1.1502 1.4679 0.6701 -1.29 0.71 -3.87 -0.808
C -1.7697 0.8004 -0.8985 0.79 0.80 1.35 -0.904
H 2.0933 -2.3252 -2.1266 0.26 -0.14 0.15 0.265
H 0.4014 -2.7686 -1.5943 -0.09 -0.14 0.16 0.269
H 2.1575 -0.5250 -0.4708 0.10 0.06 -0.03 0.237
H -0.6775 -1.5215 0.1922 0.03 0.07 -0.06 0.409
H -0.3827 0.3803 1.9445 2.20 -2.84 0.65 0.234
H 1.4366 -0.0666 1.8575 0.15 -0.01 -0.09 0.305
H 0.4309 -1.4427 2.3218 -0.29 0.28 0.09 0.408
H 0.0082 2.6817 -0.8205 0.02 0.06 -0.29 0.230
H 0.9824 2.0012 0.5426 0.05 -0.08 0.18 0.229
H -1.8816 1.9216 1.3107 0.01 -0.60 0.40 0.470
H -2.5264 0.0232 -0.8636 0.02 0.10 0.31 0.305
H -1.8546 1.5009 -1.7172 0.05 0.19 -0.01 0.243
```
Positions in Å, forces in eV/Å.

Output
largest force on an atom	4.14	eV/A
Kohn-Sham gap	0.3419	hartree
HOMO energy	-8.1951	eV
E_tot	-8485.77213	eV
SMILES	C=C[C@@H](C)[C@]12C[C@H]1C2
ΔE to the lowest compared entry with this formula, charge and spin	3.810	eV


Entry 3:
Entry from the OMol25 dataset: an isolated molecule of C3H5NOS2 (ωB97M-V with the def2-TZVPD basis set).

The geometry in XYZ format:
```
12
Properties=species:S:1:pos:R:3:forces:R:3:mulliken_charge:R:1
C -0.4050 1.7473 -0.4431 -0.07 -0.25 0.42 0.195
N -1.4698 1.0761 -0.3727 0.41 0.05 -0.14 -0.399
S -2.0375 -0.4710 -0.3459 0.85 -0.48 0.21 0.049
C -0.6535 -1.6310 0.1363 -0.21 0.38 -0.34 -0.624
S 0.9145 -1.3244 -0.7272 -0.47 0.94 1.02 -0.010
C 1.3286 0.1930 0.1940 0.13 0.28 -0.12 -0.530
O 0.9265 1.4637 -0.3487 -0.54 -1.05 0.03 -0.314
H -0.4862 2.8145 -0.5349 -0.15 0.43 -0.23 0.376
H -0.9255 -2.6162 -0.2379 -0.45 -0.06 0.22 0.302
H -0.5679 -1.6502 1.2424 0.26 0.02 -0.71 0.348
H 0.9698 0.1236 1.2349 -0.01 -0.17 -0.42 0.306
H 2.4059 0.2745 0.2029 0.24 -0.09 0.05 0.301
```
Positions in Å, forces in eV/Å.

Output
largest force on an atom	1.46	eV/A
Kohn-Sham gap	0.3407	hartree
HOMO energy	-8.5105	eV
E_tot	-28398.73547	eV
SMILES	C1=NSCSCO1
ΔE to the lowest compared entry with this formula, charge and spin	1.495	eV